[1]
{
  "formula": "C57H47ClN2O30S",
  "method": "ωB97M-V/def2-TZVPD",
  "e_above_lowest_kcal_mol": 74.2,
  "homo_lumo_gap_ev": 6.6,
  "charge": 0,
  "lumo_ev": -1.92,
  "spin_multiplicity": 1,
  "elements": ["C", "C", "C", "Cl", "C", "C", "C", "C", "C", "C", "C", "O", "C", "O", "C", "N", "S", "N", "C", "C", "C", "H", "H", "H", "H", "H", "H", "H", "H", "H", "H", "H", "H", "H", "H", "H", "H", "H", "H", "H", "C", "C", "C", "O", "C", "C", "C", "O", "O", "O", "H", "H", "H", "H", "C", "C", "C", "O", "C", "C", "C", "O", "O", "O", "H", "H", "H", "H", "C", "C", "C", "O", "C", "C", "C", "O", "O", "O", "H", "H", "H", "H", "C", "C", "C", "O", "C", "C", "C", "O", "O", "O", "H", "H", "H", "H", "C", "C", "C", "O", "C", "C", "C", "O", "O", "O", "H", "H", "H", "H", "C", "C", "C", "O", "C", "C", "C", "O", "O", "O", "H", "H", "H", "H", "C", "C", "C", "O", "C", "C", "C", "O", "O", "O", "H", "H", "H", "H"],
  "coordinates": [[4.7740, 6.0734, -3.4425], [6.0788, 5.6265, -4.2277], [6.5901, 4.1777, -3.8515], [8.3471, 4.1012, -4.3970], [5.7141, 3.0240, -4.4725], [4.3773, 3.3011, -5.1816], [3.5238, 2.2871, -5.7566], [2.1508, 2.5683, -6.4842], [1.6255, 4.0462, -6.3229], [0.6777, 4.2387, -5.0496], [-0.6896, 3.4655, -5.1791], [-0.8914, 2.5599, -4.0494], [-2.2207, 2.5396, -3.6403], [-2.7137, 3.3512, -2.8883], [3.9540, 0.8216, -5.7167], [3.2609, -0.2666, -6.2205], [4.2700, -1.5566, -5.8048], [5.5300, -0.7805, -5.0497], [5.2736, 0.5764, -5.0075], [6.1494, 1.6409, -4.3679], [7.4405, 1.1201, -3.6572], [4.3466, 5.2629, -2.7885], [4.9424, 6.9933, -2.8077], [4.0005, 6.3803, -4.2131], [6.9025, 6.3339, -3.9055], [5.9926, 5.6973, -5.3480], [6.5359, 4.0279, -2.7314], [4.0268, 4.3640, -5.2404], [1.4101, 1.8370, -6.0382], [2.3443, 2.3487, -7.5789], [0.9489, 4.2410, -7.2159], [2.4175, 4.8381, -6.3630], [0.4219, 5.3382, -4.9866], [1.2469, 3.8727, -4.1497], [-1.5411, 4.2098, -5.1345], [-0.8185, 2.9058, -6.1497], [-2.9106, 1.6942, -3.9669], [8.0797, 0.6305, -4.4380], [7.9685, 1.8778, -3.0298], [7.1011, 0.2936, -2.9583], [-4.3429, -3.2271, -2.6082], [-4.1728, -2.2281, -3.4795], [-4.0981, -0.8054, -3.0289], [-3.9231, 0.0767, -3.8530], [-4.2441, -0.5272, -1.6023], [-4.4174, -1.5256, -0.7315], [-4.4651, -2.9502, -1.1780], [-4.6065, -3.8313, -0.3494], [-4.5561, -1.2912, 0.5878], [-4.0600, -2.4592, -4.8030], [-4.3965, -4.2615, -2.9201], [-4.2055, 0.5086, -1.2917], [-4.6656, -2.1708, 1.0003], [-3.9444, -1.5809, -5.2132], [5.8694, 1.6370, 1.8670], [6.7185, 1.7013, 0.8378], [7.5752, 0.5379, 0.4586], [8.3209, 0.6348, -0.4986], [7.4808, -0.6775, 1.2667], [6.6339, -0.7413, 2.2987], [5.7574, 0.4132, 2.6611], [4.9869, 0.3072, 3.5971], [6.5317, -1.8503, 3.0591], [6.8414, 2.8196, 0.0921], [5.2425, 2.4715, 2.1500], [8.1188, -1.5065, 0.9926], [5.8548, -1.6439, 3.7332], [7.5142, 2.6083, -0.5840], [-4.7180, 0.5918, 3.3384], [-4.0206, 0.7144, 4.4701], [-4.4520, 1.6449, 5.5548], [-3.7982, 1.7134, 6.5801], [-5.6557, 2.4474, 5.3328], [-6.3509, 2.3262, 4.1985], [-5.9324, 1.3745, 3.1257], [-6.6063, 1.2811, 2.1136], [-7.4620, 3.0569, 3.9707], [-2.8948, 0.0017, 4.6857], [-4.4174, -0.0795, 2.5476], [-5.9486, 3.1306, 6.1182], [-7.7764, 2.7843, 3.0871], [-2.5829, 0.2689, 5.5714], [-2.8691, 6.2427, -1.5114], [-2.6837, 7.2311, -2.3909], [-2.5730, 8.6549, -1.9543], [-2.3851, 9.5236, -2.7876], [-2.7012, 8.9477, -0.5265], [-2.8900, 7.9605, 0.3536], [-2.9735, 6.5333, -0.0811], [-3.1280, 5.6630, 0.7564], [-3.0134, 8.2072, 1.6740], [-2.5865, 6.9885, -3.7171], [-2.9485, 5.2072, -1.8164], [-2.6368, 9.9841, -0.2248], [-3.1392, 7.3330, 2.0914], [-2.4547, 7.8625, -4.1319], [-6.6274, -2.5946, 6.4600], [-7.5694, -3.1176, 7.2510], [-8.9977, -3.1950, 6.8175], [-9.8209, -3.6959, 7.5606], [-9.3469, -2.6535, 5.5041], [-8.4054, -2.1275, 4.7151], [-6.9735, -2.0757, 5.1381], [-6.1439, -1.6041, 4.3802], [-8.7058, -1.6202, 3.5015], [-7.2742, -3.5997, 8.4740], [-5.5902, -2.5348, 6.7609], [-10.3862, -2.6991, 5.2092], [-7.8583, -1.3043, 3.1311], [-8.1215, -3.9201, 8.8397], [6.0703, -8.1600, 4.0627], [6.0384, -8.0160, 2.7340], [5.9430, -6.6671, 2.0977], [5.9358, -6.5775, 0.8839], [5.8575, -5.5008, 2.9757], [5.8850, -5.6438, 4.3023], [6.0080, -6.9893, 4.9387], [6.0481, -7.0749, 6.1524], [5.8023, -4.5766, 5.1285], [6.0918, -9.0803, 1.9079], [6.1413, -9.1301, 4.5354], [5.7704, -4.5306, 2.5053], [5.8460, -4.9448, 6.0322], [6.0545, -8.7113, 1.0043], [-3.1003, -6.2515, 0.9121], [-2.6577, -6.2835, 2.1724], [-1.6596, -7.2993, 2.6236], [-1.2680, -7.2821, 3.7765], [-1.1946, -8.2856, 1.6478], [-1.6397, -8.2557, 0.3882], [-2.6174, -7.2224, -0.0691], [-2.9835, -7.2194, -1.2310], [-1.2265, -9.1561, -0.5270], [-3.0916, -5.3987, 3.0951], [-3.8209, -5.5200, 0.5728], [-0.4855, -9.0266, 1.9908], [-1.6903, -8.9193, -1.3533], [-2.6230, -5.6313, 3.9197]],
  "forces_ev_per_angstrom": [[-0.37, 0.31, -0.70], [0.70, 0.13, 0.93], [-1.46, 0.06, -0.17], [-0.88, -0.05, 0.26], [-0.36, -2.83, -0.81], [-0.16, -1.98, -0.27], [1.02, 0.19, 0.52], [1.22, 0.51, 0.60], [-1.57, -0.34, -0.38], [0.51, -0.13, -0.76], [-0.50, 0.88, -0.07], [-1.06, 0.20, -0.33], [-1.07, -0.04, 0.66], [1.09, -0.55, -0.85], [0.45, 1.77, 0.69], [3.20, 1.21, 1.95], [0.41, 2.20, 0.28], [-1.18, 1.49, -0.19], [-1.30, -1.25, -0.98], [-1.20, 1.31, -0.57], [-1.37, -0.59, 0.06], [0.41, 0.76, -0.72], [0.01, -1.14, -0.65], [0.62, -0.45, 1.05], [-0.84, -0.86, -0.57], [-0.05, -0.05, 1.16], [0.48, 0.32, -1.18], [0.46, -1.30, 0.10], [0.70, 0.76, -0.80], [-0.49, 0.04, 1.23], [0.88, -0.10, 0.86], [-0.60, -0.87, 0.11], [0.49, -1.20, 0.31], [-0.81, 0.55, -0.66], [1.01, -0.61, -0.14], [0.44, 0.35, 0.96], [1.54, 0.75, -0.06], [-0.25, 0.65, 0.86], [-0.39, -0.66, -0.92], [0.47, 0.84, -0.81], [-0.04, -0.11, 0.32], [0.02, -0.68, -0.72], [-0.05, 0.46, 0.58], [-0.26, -0.66, -0.27], [0.07, 0.17, -0.37], [-0.03, 0.73, 0.71], [0.00, -0.53, -0.52], [-0.11, 0.47, 0.17], [0.04, -0.80, -0.71], [-0.01, 0.70, 0.70], [0.02, 0.02, 0.01], [-0.01, -0.02, 0.02], [0.01, 0.10, 0.07], [0.01, -0.12, -0.06], [-0.11, -0.16, 0.21], [-0.35, 0.90, -0.09], [0.29, -0.64, 0.04], [-0.15, 0.34, 0.05], [0.10, 0.18, -0.24], [0.37, -0.91, 0.09], [-0.30, 0.63, 0.01], [0.20, -0.33, -0.03], [-0.36, 0.87, -0.15], [0.29, -0.85, 0.06], [0.01, -0.02, -0.02], [-0.02, 0.01, 0.01], [0.06, -0.13, 0.02], [-0.03, 0.05, 0.05], [-0.11, 0.30, -0.20], [0.57, -0.54, -0.43], [-0.31, 0.40, 0.29], [0.15, -0.23, -0.20], [0.22, -0.11, 0.19], [-0.60, 0.69, 0.39], [0.52, -0.52, -0.32], [-0.26, 0.21, 0.24], [0.55, -0.66, -0.36], [-0.59, 0.59, 0.39], [-0.02, 0.03, 0.04], [-0.01, -0.01, -0.02], [-0.02, 0.06, 0.07], [0.03, -0.06, -0.08], [-0.08, -0.13, 0.29], [-0.02, -0.69, -0.51], [0.01, 0.49, 0.36], [-0.02, -0.30, -0.18], [0.05, 0.09, -0.31], [-0.01, 0.72, 0.70], [-0.01, -0.54, -0.48], [-0.01, 0.36, 0.21], [0.02, -0.67, -0.64], [0.05, 0.66, 0.56], [0.05, 0.07, -0.01], [0.00, -0.02, 0.01], [0.01, 0.09, 0.02], [-0.02, -0.08, 0.00], [0.09, 0.16, -0.32], [0.74, -0.15, 0.68], [-0.60, 0.09, -0.41], [0.34, -0.01, 0.19], [-0.05, -0.14, 0.28], [-0.76, 0.19, -0.67], [0.49, -0.12, 0.46], [-0.37, -0.11, -0.16], [0.75, -0.18, 0.66], [-0.71, 0.15, -0.65], [-0.02, -0.01, 0.00], [0.03, 0.00, -0.01], [-0.12, 0.03, -0.09], [0.10, -0.01, 0.04], [0.00, 0.17, 0.25], [0.06, -0.99, 0.01], [-0.05, 0.66, -0.04], [0.01, -0.37, 0.08], [-0.01, -0.06, -0.35], [-0.09, 1.02, 0.08], [0.04, -0.70, 0.09], [-0.04, 0.37, -0.09], [0.09, -1.00, -0.07], [-0.06, 0.95, 0.03], [0.01, 0.02, -0.02], [0.04, 0.00, 0.02], [0.00, 0.09, -0.04], [0.02, -0.09, 0.04], [-0.03, -0.13, -0.25], [-0.54, 0.68, 0.08], [0.41, -0.50, 0.00], [-0.24, 0.26, -0.03], [-0.01, 0.14, 0.28], [0.59, -0.80, -0.14], [-0.45, 0.56, 0.07], [0.26, -0.30, 0.02], [-0.54, 0.75, 0.13], [0.56, -0.72, -0.12], [0.08, -0.09, 0.03], [-0.01, 0.01, -0.02], [0.07, -0.06, 0.03], [-0.06, 0.08, -0.04]],
  "mulliken_charge": [-0.968, -0.802, 0.348, -0.174, 0.166, -0.049, 0.361, -0.527, -1.061, -0.434, -0.399, -0.325, -0.002, -0.517, 0.269, -0.692, 0.122, -0.573, 0.454, 0.410, -1.337, 0.304, 0.370, 0.183, 0.431, 0.398, 0.153, -0.385, 0.315, 0.399, 0.439, 0.434, 0.289, 0.238, 0.421, 0.305, 0.527, 0.341, 0.297, 0.267, -1.026, 0.383, 1.065, -0.701, -0.873, -0.100, 0.933, -0.630, -0.285, -0.583, 0.509, 0.563, 0.278, 0.333, -0.910, 0.321, 1.077, -0.588, -1.020, 0.249, 1.022, -0.612, -0.464, -0.571, 0.432, 0.442, 0.327, 0.288, -0.945, 0.417, 0.908, -0.643, -1.001, 0.289, 1.236, -0.713, -0.583, -0.586, 0.555, 0.433, 0.351, 0.343, -0.997, 0.248, 0.918, -0.629, -0.986, 0.324, 1.003, -0.600, -0.575, -0.528, 0.786, 0.414, 0.346, 0.341, -1.047, 0.408, 0.925, -0.608, -0.857, 0.323, 0.882, -0.426, -0.617, -0.574, 0.492, 0.435, 0.302, 0.349, -0.948, 0.380, 0.966, -0.613, -0.923, 0.350, 0.883, -0.614, -0.527, -0.563, 0.413, 0.488, 0.348, 0.353, -1.062, 0.309, 0.874, -0.638, -0.934, 0.406, 0.936, -0.629, -0.565, -0.497, 0.719, 0.427, 0.354, 0.342]
}

---

[2]
{
  "formula": "C6H7HgLiO6",
  "method": "ωB97M-V/def2-TZVPD",
  "e_above_lowest_kcal_mol": 39.6,
  "homo_lumo_gap_ev": [9.4, 6.1],
  "charge": 1,
  "lumo_ev": [-3.26, -6.60],
  "spin_multiplicity": 2,
  "elements": ["Hg", "O", "O", "C", "C", "O", "C", "H", "H", "H", "H", "Li", "O", "O", "C", "C", "O", "C", "H", "H", "H"],
  "coordinates": [[2.9823, 1.5806, 1.8082], [1.7802, 1.0450, 0.0079], [0.6080, -1.0090, 0.3276], [0.9521, -1.8443, 1.4404], [0.7091, -0.9223, 2.6245], [1.0221, 0.3643, 2.0726], [0.8505, 0.2936, 0.6812], [0.3026, -2.7243, 1.4274], [2.0057, -2.1505, 1.3648], [1.3729, -1.1068, 3.4743], [-0.3395, -0.9311, 2.9536], [-3.1741, -0.5055, -4.4169], [-3.2080, -0.4356, -2.4324], [-1.3412, 0.1306, -1.3636], [-0.5113, 1.2263, -1.3143], [0.1786, 1.4115, -0.0247], [-1.3821, -0.0280, -3.6281], [-2.0060, -0.1314, -2.5542], [0.1984, 1.2314, -2.1533], [-1.1863, 2.0884, -0.7028], [0.1858, 2.4173, 0.4079]],
  "forces_ev_per_angstrom": [[1.67, 0.96, 0.77], [-0.36, -0.65, -0.72], [0.26, 0.77, 0.08], [0.19, -0.22, 0.12], [-0.25, -0.65, 0.48], [-0.35, -0.09, -0.05], [-1.64, -0.53, 0.11], [0.16, 0.24, -0.03], [-0.26, 0.03, 0.01], [-0.18, 0.05, -0.18], [0.31, 0.08, -0.12], [0.38, 0.09, 0.61], [0.18, -0.22, -0.33], [-0.15, -0.84, 0.47], [-1.48, 1.56, 2.51], [2.59, -0.99, 0.34], [0.00, 0.06, -0.23], [-0.33, 0.32, 0.00], [-0.71, 1.34, -0.25], [0.01, -0.66, -3.76], [-0.05, -0.65, 0.15]],
  "lowdin_spin": [0.648, 0.157, 0.004, 0.002, 0.007, 0.132, 0.021, 0.000, 0.000, 0.003, 0.001, 0.000, 0.000, 0.002, 0.005, 0.015, 0.000, 0.000, 0.001, 0.002, 0.002]
}